91
Properties=species:S:1:pos:R:3:forces:R:3:lowdin_charge:R:1 method="wB97M-V/def2-TZVPD" e_tot_ev=-88928.0871 lumo_energy_ev="-0.74 / -0.74"
Bi -0.388603 0.335778 -0.266922 -0.280 -0.465 0.147 1.919
S 1.973383 -0.301844 3.022787 0.032 0.217 -0.323 0.755
O 0.905934 -1.466565 2.766500 0.095 0.001 0.320 -0.156
O -5.671075 -1.856328 2.683678 0.252 -0.205 -0.365 0.127
O 1.323795 -2.615013 0.843714 0.206 0.119 -0.086 0.125
O -3.990110 -2.174778 0.656246 0.070 0.016 0.374 0.049
O -1.992971 -1.436069 0.018896 0.449 0.106 -0.001 -0.167
O -5.752560 -0.460229 4.404154 0.037 -0.070 -0.117 0.090
O 1.537333 0.252766 4.267987 0.075 0.144 -0.029 -0.255
N -5.316564 -1.972936 -7.685507 0.029 0.014 0.051 0.051
N 2.270547 -2.895897 -3.211546 -0.057 -0.008 -0.068 0.071
N -2.238025 1.166976 3.060246 -0.013 0.143 0.136 0.021
N -1.995014 0.430410 1.972275 -0.172 -0.159 0.351 0.002
N 2.044789 0.558351 1.771569 -0.470 -0.016 -0.117 -0.141
N -1.926250 2.004832 -0.569401 0.134 -0.031 -0.065 -0.125
N 1.110014 -0.804569 -1.780230 0.113 -0.233 -0.134 -0.070
N 1.383613 2.249959 -0.443527 0.253 0.164 0.355 -0.013
N -1.252633 0.154255 -2.266935 -0.143 0.055 -0.154 -0.086
N -3.924073 3.893375 -1.091414 -0.028 0.033 -0.031 0.058
C 4.293636 -0.552930 4.315683 -0.083 -0.133 0.072 -0.055
C -4.548776 -0.238089 -6.219415 0.020 0.051 -0.003 -0.020
C 4.018961 -2.166550 2.542097 0.079 0.100 -0.085 -0.032
C 2.960603 -2.200705 -2.267826 0.027 0.051 0.075 -0.141
C 1.129920 3.037028 -1.460616 -0.097 -0.313 -0.194 -0.145
C 2.105961 4.931314 -0.444604 -0.022 -0.005 0.007 -0.002
C 7.442015 -2.668662 4.110899 -0.065 -0.006 -0.043 -0.040
C -3.058617 4.017762 -0.028732 0.013 -0.062 -0.019 -0.146
C -4.512310 -2.811136 -7.032857 -0.071 0.062 -0.061 -0.145
C 6.076420 -2.107878 3.825411 0.044 0.005 0.028 -0.258
C -2.855135 -0.664629 -4.420585 0.044 -0.053 0.013 -0.152
C -3.232860 0.405302 -3.608547 -0.083 0.067 0.013 0.039
C -1.640017 -1.293978 -4.146603 -0.012 -0.003 -0.049 0.041
C -3.007721 -1.433152 0.778749 -0.447 0.029 -0.185 -0.581
C 3.010672 2.545742 2.843969 -0.149 -0.176 -0.023 -0.024
C -3.748457 2.856262 -1.865880 -0.019 0.053 0.043 -0.090
C -2.443951 0.807461 -2.544408 0.072 -0.073 -0.070 -0.231
C 2.393138 4.128909 0.684125 -0.022 -0.018 -0.058 -0.150
C 5.285677 -2.653792 2.817035 -0.083 -0.010 -0.074 -0.022
C 3.036864 4.699634 1.799976 0.044 0.008 0.086 -0.042
C 1.047838 -2.505083 -3.456499 0.170 -0.031 -0.077 -0.079
C 2.381232 -1.198948 -1.545756 -0.108 0.036 -0.040 -0.157
C -0.173030 -3.549668 2.478610 -0.048 0.041 0.018 0.050
C -5.323124 -0.708579 -7.266268 0.006 -0.073 -0.026 -0.146
C -3.375070 0.815383 3.682431 0.052 0.045 -0.007 0.003
C -2.094484 3.100367 0.223125 -0.053 -0.055 -0.010 -0.175
C 2.026634 2.754091 0.657524 -0.012 0.377 -0.147 -0.158
C 5.562455 -1.048321 4.563937 0.042 -0.010 -0.008 -0.021
C -3.008103 -0.421445 1.893110 -0.083 -0.138 0.170 -0.145
C -3.704937 -1.114706 -5.540224 0.001 0.027 0.007 -0.170
C 3.338818 3.909369 2.864998 0.006 0.001 -0.002 -0.063
C 0.762273 -2.554309 1.883731 -0.082 0.066 -0.205 -0.507
C -0.850184 -0.881563 -3.089113 0.041 0.026 -0.048 -0.233
C -3.924085 -0.219027 2.962865 0.125 -0.021 -0.096 -0.041
C 2.344529 1.939778 1.795369 0.321 -0.125 0.072 -0.237
C 0.438974 -1.414727 -2.797128 0.075 0.078 0.158 -0.221
C 3.521724 -1.116767 3.304563 -0.041 0.034 0.199 -0.254
C -3.704008 -2.439022 -5.972133 -0.002 -0.068 0.012 -0.019
C -5.201304 -0.863203 3.406200 0.070 0.197 0.133 -0.510
C -2.746400 1.882953 -1.669550 0.041 0.115 0.116 -0.225
C 1.481446 4.392977 -1.524229 0.058 0.052 -0.058 -0.033
H 0.601128 2.570758 -2.288899 0.002 0.040 -0.004 0.110
H 0.502064 -3.066911 -4.206012 -0.025 0.030 0.009 0.111
H -1.581707 1.877850 3.334662 -0.007 -0.016 0.026 0.157
H -4.416771 2.770559 -2.716947 0.024 -0.026 0.011 0.112
H 3.455628 -2.591068 1.727473 -0.119 0.003 -0.075 0.101
H -3.187107 4.883904 0.605553 0.004 -0.005 0.006 0.093
H -1.422315 3.195277 1.070366 -0.011 0.042 -0.040 0.093
H -3.106275 -3.189320 -5.471217 0.004 0.018 0.000 0.109
H -5.980641 -0.033305 -7.803168 0.012 0.010 0.010 0.103
H -4.178351 0.902661 -3.771371 0.015 -0.009 -0.015 0.109
H -1.280939 -2.082405 -4.792048 -0.027 0.002 0.006 0.107
H 8.001231 -2.029838 4.791733 0.000 0.004 0.001 0.077
H 8.015008 -2.780821 3.190138 0.011 0.004 0.011 0.085
H 2.909396 -0.682500 -0.752191 -0.028 -0.033 0.016 0.097
H -0.926812 -3.068249 3.093486 -0.040 0.052 0.014 0.097
H 3.284592 5.753498 1.788058 -0.002 -0.015 -0.020 0.115
H -5.065657 -2.044728 1.899852 -0.187 0.078 0.061 0.073
H 3.986330 -2.495767 -2.091090 -0.009 -0.005 -0.001 0.096
H 5.666786 -3.472501 2.218271 0.018 -0.003 0.028 0.123
H 1.255011 4.972665 -2.407979 -0.034 -0.020 0.022 0.113
H 6.157833 -0.604612 5.352410 -0.005 -0.014 -0.001 0.119
H 3.894984 0.243144 4.927907 -0.022 -0.016 0.001 0.107
H 7.356730 -3.657539 4.564814 0.018 0.003 0.010 0.089
H -0.632280 -4.123405 1.679367 0.022 -0.011 -0.018 0.106
H 2.392824 5.976024 -0.425879 -0.003 -0.013 0.011 0.122
H 3.280805 1.950235 3.699329 0.010 -0.037 0.084 0.082
H -3.736894 1.289671 4.579252 0.042 0.016 -0.025 0.141
H -4.523121 -3.839904 -7.376046 0.020 -0.006 0.024 0.104
H 3.838847 4.316917 3.734217 0.001 -0.017 -0.018 0.112
H -4.586006 0.811217 -5.956767 -0.010 -0.011 -0.010 0.107
H 0.416930 -4.211445 3.116719 -0.024 -0.016 0.000 0.106

---

83
Properties=species:S:1:pos:R:3:forces:R:3:lowdin_charge:R:1 method="wB97M-V/def2-TZVPD" e_tot_ev=-140795.6522 total_charge=-1 lumo_energy_ev=2.31
Co 1.766030 1.594447 0.165028 0.606 -2.654 -2.060 -0.058
Co -0.908648 2.600120 0.653591 -1.904 -1.216 -0.903 0.022
P 1.719136 1.818799 -2.042735 -0.382 -0.041 -0.170 1.086
O -1.794623 3.038109 -2.079451 -0.033 -0.308 2.072 0.068
O -2.353044 4.385997 2.432411 -0.587 0.024 -0.218 0.086
O 4.515251 2.343088 0.716090 -0.800 -0.288 -0.634 0.075
O 1.638875 -1.247571 0.633742 -0.046 0.319 -0.273 0.062
O -2.195172 0.004132 0.838212 0.169 0.632 0.016 0.105
N -0.689757 -6.038061 2.165510 -0.192 -0.776 0.057 0.131
N -1.034775 -3.852334 2.362808 1.123 -0.533 -0.364 0.154
C 0.467255 0.852891 -3.002715 -0.223 -0.404 -0.553 -0.314
C 5.885580 0.408289 -3.554507 -0.169 0.058 0.030 -0.108
C -1.551869 -0.727607 -4.216532 0.123 0.153 0.304 -0.096
C -2.003250 -0.505439 5.046994 0.039 0.333 0.054 -0.100
C 1.538070 3.556628 -2.604729 -0.018 0.540 -0.357 -0.322
C 5.007335 -0.464131 -2.911331 -0.364 0.176 -0.069 -0.089
C -0.112101 -4.807905 2.247459 -1.846 0.892 0.136 -0.356
C 0.408796 5.421324 -3.689105 0.201 0.021 -0.023 -0.086
C -1.254164 -0.931811 3.941094 0.103 0.208 0.248 -0.078
C 3.444870 2.022288 0.400158 1.069 0.462 1.299 -0.191
C -1.053053 1.716384 4.889573 0.273 -0.185 -0.745 -0.049
C 1.234839 6.336295 -3.036892 -0.014 -0.196 0.052 -0.101
C 0.375615 2.303415 2.968944 0.483 0.263 -1.443 -0.053
C -0.329563 1.309791 3.745351 -0.199 -0.335 0.642 -0.234
C -1.730873 1.058402 0.803231 -0.553 -1.226 -0.195 -0.162
C -6.033712 -4.288593 2.131856 -0.396 0.212 -0.026 -0.070
C -3.128447 -6.781689 2.128488 -0.302 -0.054 0.049 -0.031
C -2.269117 -4.484399 2.312151 0.457 -1.011 -0.087 -0.218
C -3.562318 -3.972355 2.275372 0.123 0.005 0.115 0.029
C 2.223115 5.869109 -2.173943 0.083 -0.454 -0.081 -0.085
C -1.407927 -0.717909 -2.832853 0.186 0.099 -0.130 -0.070
C 0.568773 4.046263 -3.496215 0.319 0.092 0.072 -0.089
C -0.676497 0.031364 -4.996916 0.132 0.131 0.076 -0.094
C -4.430605 -6.247573 2.121143 0.545 0.086 0.028 -0.060
C -2.074373 -5.884864 2.217277 0.103 0.434 -0.154 -0.198
C -1.898367 3.688943 1.642515 0.681 1.181 1.434 -0.150
C -0.405688 -0.024129 3.316817 0.093 -0.015 0.187 -0.044
C 2.376037 4.494576 -1.977811 -0.149 0.139 0.206 -0.120
C 0.721291 2.185608 1.643653 1.732 1.634 0.510 -0.351
C 5.480855 1.713608 -3.832699 -0.117 -0.209 0.028 -0.094
C 3.312276 1.292639 -2.801076 0.449 -0.093 -0.426 -0.314
C 0.331817 0.807464 -4.404817 -0.323 -0.169 0.169 -0.090
C 1.702699 -0.125575 0.357259 0.334 -1.200 0.573 -0.218
C 3.729466 -0.026745 -2.557034 0.222 0.068 0.132 -0.091
C 1.354797 -4.630680 2.169196 0.261 0.411 0.081 -0.007
C 4.200386 2.149134 -3.473247 0.067 -0.241 0.164 -0.079
C -4.646864 -4.855163 2.179081 0.688 0.186 0.073 -0.287
C -1.904959 0.819138 5.520178 0.163 -0.239 -0.024 -0.103
C 0.990217 3.133241 0.597374 -0.838 2.236 2.358 -0.285
C -1.461392 2.841554 -0.974969 0.589 0.674 -3.146 -0.173
C -0.403309 0.054648 -2.255165 0.114 -0.094 0.402 -0.110
H -2.907303 -7.851386 2.072326 -0.375 0.285 -0.026 0.103
H -2.061920 -1.300539 -2.183303 0.145 0.117 -0.216 0.107
H -6.784374 -5.082524 2.115666 0.026 0.090 0.009 0.067
H -1.304568 -1.955884 3.547336 -0.020 0.535 0.351 0.068
H -2.481845 1.166245 6.382389 0.119 -0.306 -0.249 0.092
H -0.798620 0.019396 -6.080789 0.160 0.051 0.233 0.094
H -6.183965 -3.660899 1.244399 0.061 -0.175 0.084 0.083
H 6.171001 2.398601 -4.328189 -0.230 -0.155 0.100 0.097
H -6.235643 -3.640006 2.992902 0.050 -0.180 -0.074 0.081
H 1.783088 -5.150872 1.302232 -0.169 0.089 0.181 0.086
H 5.309995 -1.484643 -2.670545 -0.068 0.275 -0.121 0.100
H -0.276640 0.019378 -1.171582 -0.094 0.182 -0.327 0.058
H 2.874655 6.553238 -1.629385 -0.166 -0.107 -0.215 0.101
H -0.932679 2.762509 5.186329 -0.290 -0.368 0.127 0.108
H -0.170244 -6.903352 2.093286 -0.290 0.240 -0.001 0.158
H -0.060470 3.370335 -4.066716 -0.014 0.026 0.314 0.088
H 3.140688 4.146162 -1.280620 -0.234 0.057 -0.143 0.098
H 0.226926 -0.326783 2.483507 -0.343 0.020 0.138 0.089
H -3.667015 -2.886680 2.315382 -0.266 -0.261 -0.025 0.125
H -2.655415 -1.208415 5.560071 0.019 0.107 -0.093 0.086
H 0.557343 3.286038 3.405606 -0.349 -0.019 0.234 0.120
H 1.120452 7.405509 -3.199160 -0.084 -0.165 0.033 0.094
H 1.856051 -4.993319 3.075797 -0.114 0.053 -0.156 0.084
H 1.543226 -3.561016 2.062214 0.122 -0.120 0.008 0.071
H 3.059789 -0.711323 -2.035212 0.121 0.160 -0.087 0.098
H -5.310930 -6.893155 2.064073 0.397 0.062 -0.007 0.101
H 1.430507 4.133527 0.646974 -0.363 -0.149 0.100 0.065
H -0.370128 5.783548 -4.360898 0.194 -0.131 0.129 0.100
H 6.874700 0.060195 -3.841597 -0.096 0.126 0.074 0.093
H 3.913179 3.171941 -3.702483 -0.021 -0.152 0.093 0.094
H -2.343052 -1.325613 -4.663507 0.174 0.140 -0.082 0.096
H 1.004307 1.376662 -5.044304 -0.073 -0.054 0.126 0.105

---

85
Properties=species:S:1:pos:R:3:forces:R:3:lowdin_charge:R:1 method="wB97M-V/def2-TZVPD" e_tot_ev=-84894.8621 lumo_energy_ev=0.52
Cl 5.770436 4.322393 -2.271479 -0.060 -0.033 0.027 0.618
S 0.444038 -1.872458 -1.855172 -0.017 0.089 0.207 1.031
Mg 0.300009 0.440269 0.869542 0.218 -0.182 -0.195 0.557
O 0.759913 1.947433 -0.398111 0.100 0.370 -0.103 -0.087
O 2.305846 -0.180830 0.491415 0.114 -0.026 0.125 -0.070
N -1.758233 0.751939 1.002817 -0.408 -0.006 0.037 0.030
N 1.045785 -0.053427 2.995615 0.324 -0.052 0.299 0.016
N 0.775633 -0.275132 5.171662 0.012 0.055 0.127 -0.123
N -0.032463 -0.457180 -1.373036 0.023 -0.214 0.024 -0.306
N -0.548766 -1.600324 1.217981 -0.404 -0.072 -0.163 0.052
N 0.003479 2.412281 2.076483 -0.314 0.157 0.055 0.060
C 4.296985 3.583724 -1.688216 -0.018 0.100 -0.047 -0.680
C 2.085025 -1.045822 -5.470740 0.033 0.004 0.004 -0.068
C -3.355811 2.658022 0.717814 0.015 0.170 0.020 -0.019
C -2.997930 -4.099701 -3.836512 0.033 -0.001 0.008 -0.081
C 3.852386 -1.734321 -3.984902 -0.048 0.008 0.029 -0.074
C 3.117757 1.775251 -0.620465 0.051 -0.040 0.016 -0.124
C 3.433587 -1.289768 -5.229433 -0.033 -0.003 -0.004 -0.076
C -2.170570 2.057879 1.116201 0.079 -0.174 0.026 -0.193
C -4.562107 -1.646462 0.241097 -0.015 0.210 -0.003 -0.097
C -0.888367 -2.730831 -2.705593 -0.005 0.017 -0.054 -0.390
C -1.497597 4.298471 2.002290 -0.025 0.118 -0.012 -0.159
C -3.938327 -2.843973 0.397948 0.111 -0.095 0.021 -0.075
C -0.508033 -3.984855 1.269578 0.043 -0.014 0.004 -0.052
C -3.893559 -0.410886 0.402306 -0.063 -0.165 0.002 -0.022
C 0.096017 -2.723933 1.406935 0.059 0.062 -0.007 -0.144
C 0.137749 -0.217336 6.475833 0.038 -0.034 -0.075 -0.011
C -3.632209 4.021673 0.974431 -0.061 -0.162 -0.077 -0.090
C -0.660242 -3.973576 -3.285918 -0.017 0.021 -0.012 -0.085
C 0.192575 0.009838 3.990028 -0.092 -0.030 -0.128 -0.148
C 2.103432 -0.525054 4.914449 -0.050 0.004 -0.017 -0.060
C 0.700253 4.516758 2.959958 0.067 -0.030 -0.006 -0.050
C 1.151878 -1.250258 -4.468656 0.030 0.006 -0.016 -0.069
C -2.547246 -0.333474 0.747345 0.206 0.093 0.053 -0.211
C 1.855351 2.444151 -0.778812 0.016 -0.139 0.001 -0.346
C -1.875265 -1.624217 0.897133 0.250 0.226 0.073 -0.153
C 0.907105 3.159817 2.654689 0.010 0.003 0.008 -0.123
C -2.152467 -2.173903 -2.666114 -0.065 -0.063 0.029 -0.080
C -0.499078 5.075478 2.629239 -0.065 0.061 0.007 -0.017
C 2.920647 -1.938369 -2.973693 0.048 0.057 -0.019 -0.085
C 3.072928 4.273668 -1.846130 0.047 0.022 -0.016 -0.101
C 1.578905 -1.697075 -3.224550 -0.013 -0.045 -0.085 -0.385
C -1.202758 2.947010 1.746843 0.132 -0.268 -0.021 -0.138
C 1.900792 3.731881 -1.412959 0.038 -0.007 -0.017 0.006
C 3.216633 0.491553 -0.006029 -0.124 0.063 -0.060 -0.191
C 4.315961 2.365652 -1.089125 -0.007 -0.054 0.029 -0.082
C 2.252365 -0.389752 3.566073 -0.124 0.011 -0.093 -0.120
C -2.752125 4.835570 1.614429 0.118 0.023 0.059 -0.066
C -1.826994 -4.033348 0.924845 -0.060 -0.053 -0.001 -0.013
C -1.721010 -4.656391 -3.855556 -0.037 0.032 0.005 -0.079
C -3.212694 -2.866112 -3.242652 0.022 -0.007 -0.001 -0.069
C -2.561355 -2.842156 0.736789 -0.052 -0.067 -0.028 -0.170
H 0.072395 -4.884277 1.423939 0.001 0.003 0.005 0.102
H -2.977925 5.875572 1.813010 0.013 0.000 0.002 0.103
H 2.797231 -0.775666 5.697672 -0.003 0.002 -0.002 0.113
H 4.235437 0.066703 0.021212 0.049 -0.016 -0.033 0.129
H 3.082178 5.247819 -2.319159 0.001 -0.003 -0.002 0.103
H 4.158292 -1.131228 -6.017289 -0.001 0.009 0.002 0.105
H -0.855062 0.253191 3.889709 0.017 0.017 0.001 0.147
H -4.208154 -2.442631 -3.210683 0.006 0.004 0.006 0.107
H 3.231668 -2.269126 -1.989889 -0.006 -0.015 -0.001 0.108
H 0.337638 -4.397652 -3.298410 -0.007 0.007 0.003 0.114
H 1.762349 -0.695758 -6.442573 0.008 -0.003 0.000 0.107
H -4.461907 -3.782812 0.270328 0.015 -0.008 0.000 0.105
H -1.557087 -5.623572 -4.312885 0.001 0.002 -0.003 0.104
H -3.826086 -4.638266 -4.278733 0.001 0.000 -0.003 0.102
H 3.136822 -0.524280 2.967272 -0.010 0.013 -0.008 0.101
H -2.332701 -4.984018 0.797212 -0.004 0.009 -0.007 0.117
H 0.962351 4.258758 -1.530055 -0.001 -0.005 -0.003 0.117
H -0.824951 -0.722830 6.440436 -0.005 0.002 -0.005 0.093
H 5.252958 1.834324 -0.963144 -0.009 -0.005 0.000 0.110
H -0.254594 0.167178 -2.146086 -0.016 0.058 0.052 0.039
H -4.091528 2.113586 0.160637 -0.046 0.016 -0.034 0.070
H -2.304720 -1.229565 -2.154564 0.002 -0.001 -0.017 0.102
H 0.099160 -1.067561 -4.651459 0.010 -0.018 0.009 0.118
H 1.147002 -2.632957 1.664393 -0.003 -0.003 -0.014 0.112
H 1.484780 5.093180 3.431271 -0.005 -0.010 0.008 0.101
H 1.852654 2.678749 2.890834 -0.003 0.001 0.001 0.114
H -0.702228 6.119867 2.837771 -0.001 -0.002 -0.012 0.114
H -4.583941 4.420091 0.642962 -0.004 -0.018 -0.009 0.101
H -0.009023 0.814742 6.790583 0.011 0.012 0.005 0.093
H -5.615002 -1.624763 -0.016474 0.001 0.026 -0.002 0.102
H -4.479861 0.474157 0.261966 -0.066 -0.003 0.024 0.064
H 0.771487 -0.722555 7.199916 -0.007 -0.013 0.004 0.088
H 4.902103 -1.918189 -3.797633 -0.001 -0.004 0.001 0.106